(1)
11
Properties=species:S:1:pos:R:3:mulliken_charge:R:1 method="wB97M-V/def2-TZVPD" homo_lumo_gap_ha="0.2708 / 0.2708" multiplicity=1 e_lumo_ev="4.0212 / 4.0210" relative_energy_kcal_mol=94.26 homo_energy_ev="-3.346 / -3.347" energy_ev=-18038.115 total_charge=-1
C -2.076 -0.324 -0.227 -1.08
N 1.381 -0.606 0.859 -0.56
O 1.103 0.710 -1.454 -0.65
O 1.963 -1.602 -0.075 -0.43
O 0.295 1.841 0.686 -0.49
P 0.529 0.378 -0.116 0.75
H -2.149 -0.791 0.705 0.31
H -2.626 0.669 -0.286 0.23
H -2.046 -0.879 -1.079 0.34
H 2.732 -1.229 -0.481 0.28
H 0.894 1.833 1.469 0.31

***

(2)
15
Properties=species:S:1:pos:R:3:mulliken_charge:R:1 method="wB97M-V/def2-TZVPD" homo_lumo_gap_ha=0.3844 multiplicity=1 e_lumo_ev=0.9167 relative_energy_kcal_mol=55.14 homo_energy_ev=-9.542 energy_ev=-12183.810
C -1.923 -2.476 -1.013 -0.67
C -1.240 -1.314 -0.876 -0.25
C 0.553 -0.316 -0.644 -0.71
C 1.577 2.045 0.959 -0.96
Si 0.348 0.579 0.996 0.33
H -1.500 -3.418 -1.085 0.31
H -2.906 -2.303 -1.174 0.28
H 0.525 0.416 -1.369 0.30
H -1.881 -0.500 -0.667 0.23
H 1.310 -0.999 -0.880 0.45
H 2.706 1.736 0.929 0.27
H 1.417 2.671 0.038 0.27
H 1.515 2.679 1.812 0.32
H 0.456 -0.351 2.152 -0.11
H -0.955 1.550 0.823 -0.08

***

(3)
68
Properties=species:S:1:pos:R:3:mulliken_charge:R:1 method="wB97M-V/def2-TZVPD" homo_lumo_gap_ha=0.2136 multiplicity=1 e_lumo_ev=0.3604 homo_energy_ev=-5.452 energy_ev=-97844.726 total_charge=-1
C 4.696 1.857 -0.428 -1.31
C 3.407 1.539 -1.389 0.01
C 3.033 0.002 -1.374 -1.85
I 3.814 -0.821 -3.298 0.10
C 1.627 -0.575 -0.886 1.16
C 1.909 -2.172 -1.019 -0.88
C 1.149 -3.211 -0.100 -0.06
F 0.841 -4.423 -0.881 -0.42
C 0.226 -0.048 -1.574 3.13
C -0.842 -1.252 -1.686 -3.18
O -1.680 -1.635 -0.598 -0.05
C -2.860 -2.344 -1.038 -0.87
C 0.508 0.531 -3.056 -1.36
I 1.156 2.539 -3.741 0.06
C 0.412 -0.252 -4.286 -0.48
C 0.089 -1.774 -4.430 -0.69
I 0.735 0.603 -6.322 -0.03
C -0.605 1.014 -0.591 1.69
C 0.023 2.490 -0.442 -0.57
C -0.902 3.524 0.442 -0.38
O -0.509 3.983 1.557 -0.51
C -2.086 1.356 -1.167 -0.75
C -2.160 2.270 -2.472 -0.03
O -2.412 1.704 -3.572 -0.49
F -2.025 3.686 -2.522 -0.26
C -0.604 0.601 0.981 -1.63
C -2.076 0.442 1.661 -0.77
C -1.915 -0.674 2.967 0.05
C -1.064 -0.061 4.294 -0.42
O -2.647 -0.300 4.240 -0.40
O 0.118 -0.594 1.375 -0.25
S 1.705 -0.352 0.984 1.35
O 2.676 -1.343 1.642 -0.76
O 2.343 0.934 1.443 -0.64
H 4.755 1.163 0.476 0.33
H 5.668 1.727 -1.042 0.29
H 4.647 2.953 -0.055 0.32
H 3.793 1.817 -2.446 0.47
H 2.632 2.316 -1.137 -0.03
H 3.809 -0.443 -0.621 1.12
H 3.031 -2.407 -0.844 0.50
H 1.738 -2.570 -2.092 0.23
H 0.190 -2.916 0.413 -0.06
H 1.863 -3.593 0.728 0.35
H -0.450 -2.263 -2.039 0.85
H -1.567 -0.911 -2.533 0.91
H -2.533 -3.326 -1.528 0.30
H -3.560 -1.704 -1.680 0.30
H -3.433 -2.637 -0.075 0.25
H 0.623 -2.526 -3.765 0.17
H -1.047 -1.936 -4.248 0.18
H 0.254 -2.177 -5.484 0.47
H 0.115 3.142 -1.355 0.03
H 1.000 2.560 0.139 0.57
H -1.936 3.870 0.088 0.34
H -2.758 1.918 -0.405 0.77
H -2.757 0.468 -1.407 0.18
H -0.124 1.386 1.689 1.37
H -2.847 -0.071 1.004 0.16
H -2.452 1.395 2.163 0.36
H -1.756 -1.833 2.690 0.31
H -0.751 0.886 3.748 0.19
H -0.464 -1.029 4.389 0.26
O -3.705 -0.583 7.908 -0.66
Cl -2.353 -0.100 8.103 1.66
O -2.072 -0.004 9.521 -0.68
O -2.215 1.207 7.494 -0.66
O -1.419 -1.021 7.487 -0.65

***

(4)
17
Properties=species:S:1:pos:R:3:mulliken_charge:R:1 method="wB97M-V/def2-TZVPD" homo_lumo_gap_ha=0.3531 multiplicity=1 e_lumo_ev=0.8766 relative_energy_kcal_mol=87.53 homo_energy_ev=-8.731 energy_ev=-11270.756
C 1.274 1.528 0.122 0.07
C 1.008 -0.362 -1.377 -0.27
C 1.837 0.905 -1.230 -0.63
C -0.639 0.354 0.072 0.42
C -1.243 -0.484 1.320 -0.08
N 0.211 1.260 0.628 -0.45
N -0.075 -0.600 -0.883 -0.56
N -2.487 -1.144 1.005 -0.49
N -1.283 -1.932 1.067 -0.60
H 2.106 2.289 0.469 0.24
H 1.414 -1.222 -1.811 0.46
H 1.603 1.529 -2.058 0.27
H 2.868 0.675 -1.254 0.39
H -1.509 0.993 -0.285 0.20
H -1.064 -0.397 2.339 0.47
H -3.074 -1.209 1.770 0.21
H -0.947 -2.183 0.109 0.36

***

(5)
97
Properties=species:S:1:pos:R:3:mulliken_charge:R:1 method="wB97M-V/def2-TZVPD" homo_lumo_gap_ha=0.1853 multiplicity=1 e_lumo_ev=-8.5144 homo_energy_ev=-13.557 energy_ev=-52170.298 total_charge=+2
Hf 1.818 -1.217 -0.249 -0.58
C -2.791 4.030 1.576 -2.01
C -1.331 4.434 1.767 1.74
C -1.057 5.707 0.943 -1.60
C -1.073 4.716 3.261 -1.65
C -0.372 3.352 1.301 -1.11
C -0.778 2.177 0.739 -0.68
C 0.197 1.247 0.340 1.08
N -0.007 -0.027 -0.111 0.74
C -1.149 -0.716 -0.423 0.62
C -2.419 -0.198 -0.683 -0.80
C -3.455 -1.064 -0.925 -0.93
C -3.202 -2.483 -0.860 0.57
C -1.976 -3.065 -0.660 -1.55
C -0.911 -2.163 -0.490 1.23
O 0.342 -2.542 -0.347 -1.39
C -1.752 -4.577 -0.570 2.06
C -1.404 -4.918 0.890 -1.50
C -3.011 -5.352 -0.970 -2.13
C -0.600 -5.020 -1.494 -1.39
C -4.842 -0.517 -1.272 1.88
C -5.882 -1.629 -1.440 -2.22
C -4.741 0.263 -2.593 -1.60
C -5.306 0.432 -0.156 -1.46
C 1.629 1.549 0.503 1.21
O 2.456 0.636 0.037 -0.60
C 2.049 2.723 1.156 -1.04
C 1.044 3.581 1.495 0.21
C 3.528 2.989 1.462 2.18
C 3.713 4.344 2.148 -2.25
C 4.348 2.992 0.160 -1.45
C 4.051 1.901 2.418 -1.46
H -3.433 4.851 1.900 0.51
H -3.057 3.150 2.172 0.41
H -3.027 3.830 0.523 0.39
H -1.710 6.511 1.293 0.47
H -1.258 5.544 -0.122 0.36
H -0.025 6.053 1.048 0.34
H -1.830 5.409 3.634 0.45
H -0.098 5.179 3.431 0.39
H -1.131 3.802 3.860 0.36
H -1.825 1.934 0.669 1.09
H -2.572 0.870 -0.735 1.19
H -4.049 -3.137 -1.005 0.71
H -2.202 -4.604 1.569 0.34
H -0.471 -4.439 1.200 0.27
H -1.273 -6.000 0.998 0.44
H -3.843 -5.195 -0.274 0.40
H -2.783 -6.419 -0.955 0.45
H -3.347 -5.099 -1.982 0.44
H 0.376 -4.726 -1.115 0.16
H -0.722 -4.618 -2.506 0.31
H -0.610 -6.109 -1.572 0.49
H -5.634 -2.309 -2.264 0.45
H -6.849 -1.176 -1.673 0.44
H -6.013 -2.220 -0.524 0.41
H -4.387 -0.377 -3.407 0.36
H -4.066 1.121 -2.506 0.32
H -5.729 0.643 -2.870 0.45
H -5.362 -0.081 0.809 0.35
H -6.303 0.811 -0.395 0.48
H -4.641 1.295 -0.049 0.28
H 1.322 4.512 1.968 0.52
H 3.389 5.175 1.513 0.44
H 4.774 4.490 2.357 0.43
H 3.183 4.401 3.105 0.42
H 4.033 3.809 -0.499 0.36
H 4.269 2.052 -0.392 0.12
H 5.402 3.151 0.403 0.48
H 3.502 1.915 3.364 0.35
H 5.105 2.088 2.641 0.45
H 3.979 0.902 1.993 0.22
C 4.107 -2.080 -2.197 -1.09
N 3.614 -2.208 -0.819 0.03
C 4.113 -2.958 0.149 -0.33
C 3.482 -2.918 1.406 -0.13
C 3.634 -3.708 2.537 -0.67
C 2.632 -3.330 3.435 -0.87
C 1.903 -2.323 2.823 -0.56
N 2.395 -2.030 1.592 0.75
C 3.206 -1.014 -2.805 0.64
C 3.687 0.192 -3.279 -0.93
C 2.804 1.174 -3.715 -0.59
C 1.429 0.965 -3.689 -0.74
C 0.933 -0.248 -3.249 -0.53
C 1.812 -1.232 -2.796 -0.73
H 4.012 -3.020 -2.736 0.38
H 5.151 -1.781 -2.221 0.51
H 4.975 -3.601 -0.011 0.51
H 4.390 -4.472 2.682 0.54
H 2.455 -3.735 4.423 0.47
H 1.058 -1.782 3.223 0.59
H 4.758 0.371 -3.306 0.44
H 3.196 2.114 -4.086 0.47
H 0.753 1.734 -4.040 0.49
H -0.130 -0.447 -3.282 0.59
H 1.434 -2.236 -2.600 1.33

***

(6)
109
Properties=species:S:1:pos:R:3:mulliken_charge:R:1 method="wB97M-V/def2-TZVPD" homo_lumo_gap_ha=0.3012 multiplicity=1 e_lumo_ev=-2.8499 homo_energy_ev=-11.046 energy_ev=-80462.276 total_charge=+1
C -1.028 -4.176 -2.766 -1.43
C -0.367 -2.933 -2.227 -0.09
F 0.220 -3.214 -0.983 -0.42
C -1.292 -1.710 -2.020 0.77
C -2.412 -2.091 -1.041 -2.38
C -3.303 -0.958 -0.490 -0.31
C -4.822 -1.198 -0.606 -1.27
S -5.565 -0.865 0.985 1.36
O -4.873 -1.651 1.962 -0.57
O -5.662 0.550 1.138 -0.68
O -7.046 -1.398 0.814 -0.45
N -0.385 -0.694 -1.293 -0.15
C -0.467 0.804 -1.581 0.14
C -0.778 1.565 -0.287 -0.88
O -1.307 2.802 -0.704 -0.29
O -1.095 3.758 0.323 -0.34
C -1.408 1.101 -2.741 -1.02
O -1.209 0.118 -3.737 -0.26
C -1.661 -1.186 -3.439 -0.39
P -3.446 -1.240 -4.022 0.11
N -4.143 0.150 -4.006 -0.71
H -1.519 -3.982 -3.724 0.36
H -0.264 -4.931 -2.944 0.45
H -1.762 -4.576 -2.067 0.37
H 0.451 -2.624 -2.892 0.64
H -1.901 -2.568 -0.199 0.49
H -3.019 -2.884 -1.476 0.87
H -3.080 -0.853 0.574 0.70
H -3.081 0.001 -0.950 0.09
H -5.071 -2.214 -0.919 0.70
H -5.282 -0.485 -1.288 0.25
H -7.083 -2.258 0.369 0.36
H -0.523 -0.847 -0.292 0.59
H 0.579 -0.978 -1.467 0.60
H 0.537 1.084 -1.897 0.59
H 0.143 1.736 0.279 0.55
H -1.495 1.021 0.346 0.32
H -1.555 3.413 1.107 0.34
H -2.461 1.206 -2.481 0.37
H -1.089 2.045 -3.177 0.60
H -1.115 -1.801 -4.163 0.46
H -4.077 -2.293 -3.331 0.07
H -3.207 -1.795 -5.292 0.10
H -5.028 0.175 -3.518 0.29
C 1.931 5.107 1.892 -0.45
C 2.880 5.045 3.086 -0.64
C 3.275 3.572 3.084 -0.05
O 3.226 3.148 1.710 -0.34
C 2.594 4.150 0.917 -0.23
H 1.802 6.106 1.478 0.42
H 0.947 4.727 2.176 0.04
H 3.751 5.679 2.908 0.32
H 2.424 5.349 4.027 0.35
H 2.565 2.974 3.663 0.15
H 4.269 3.385 3.482 0.12
H 3.343 4.662 0.303 0.25
H 1.876 3.666 0.248 0.09
C -7.326 -3.361 3.480 -0.36
C -7.824 -4.187 4.665 -0.61
C -8.353 -5.435 3.970 -0.46
O -7.535 -5.617 2.808 -0.43
C -6.754 -4.452 2.583 -0.14
H -6.583 -2.610 3.737 0.30
H -8.165 -2.864 2.988 0.24
H -6.992 -4.442 5.324 0.28
H -8.586 -3.683 5.258 0.36
H -9.393 -5.305 3.657 0.27
H -8.286 -6.333 4.584 0.29
H -5.707 -4.659 2.832 0.19
H -6.804 -4.209 1.515 0.10
C 7.251 2.245 -0.529 -0.59
C 6.224 1.957 0.564 -0.05
C 5.484 0.764 -0.021 -0.22
O 6.431 0.048 -0.814 -0.45
C 7.612 0.837 -0.988 -0.46
H 8.115 2.810 -0.182 0.36
H 6.787 2.801 -1.348 0.27
H 6.730 1.673 1.489 0.21
H 5.554 2.785 0.781 -0.04
H 4.657 1.097 -0.662 0.14
H 5.082 0.093 0.740 0.27
H 8.417 0.416 -0.377 0.26
H 7.912 0.787 -2.035 0.29
C 6.234 1.712 7.088 -0.56
C 5.673 2.881 7.896 -0.56
C 4.869 3.625 6.838 -0.44
O 4.396 2.631 5.924 -0.33
C 5.066 1.391 6.166 -0.35
H 6.532 0.862 7.699 0.35
H 7.100 2.036 6.507 0.26
H 5.014 2.514 8.685 0.26
H 6.439 3.504 8.354 0.33
H 5.497 4.339 6.294 0.26
H 4.011 4.160 7.246 0.29
H 4.368 0.693 6.640 0.26
H 5.377 0.970 5.208 0.22
C 1.134 -0.057 -7.774 -0.68
C 0.417 -0.618 -6.548 -0.13
C -0.222 -1.878 -7.123 -0.15
O 0.647 -2.339 -8.145 -0.43
C 1.619 -1.333 -8.453 -0.50
H 1.948 0.625 -7.533 0.37
H 0.425 0.470 -8.415 0.31
H 1.148 -0.881 -5.776 0.15
H -0.313 0.062 -6.112 0.23
H -1.207 -1.659 -7.552 0.18
H -0.341 -2.679 -6.384 0.09
H 2.591 -1.647 -8.061 0.26
H 1.695 -1.244 -9.536 0.32

***

(7)
20
Properties=species:S:1:pos:R:3:mulliken_charge:R:1 method="wB97M-V/def2-TZVPD" homo_lumo_gap_ha=0.3665 multiplicity=1 e_lumo_ev=0.8584 relative_energy_kcal_mol=50.65 homo_energy_ev=-9.113 energy_ev=-12890.634
C 0.514 1.634 -0.929 -1.00
C -1.392 -1.129 -0.323 -0.07
C -2.471 -0.100 -0.034 -0.79
C 1.676 -0.099 0.299 0.34
H 0.939 1.498 -1.943 0.31
H -0.490 2.034 -1.016 0.35
H 1.118 2.342 -0.362 0.35
H -1.745 -1.849 -1.067 0.29
H -1.134 -1.697 0.607 0.27
H -2.536 0.606 -0.876 0.32
H -3.439 -0.634 0.043 0.40
H -2.433 0.106 1.977 0.25
H -1.458 1.196 1.243 0.27
H 1.325 -1.924 -0.470 0.25
H 2.732 -1.775 0.547 0.27
N 0.431 0.380 -0.174 0.27
N -2.367 0.705 1.163 -0.59
N 1.800 -1.449 0.279 -0.40
O -0.239 -0.564 -0.969 -0.44
O 2.502 0.666 0.765 -0.64

***

(8)
53
Properties=species:S:1:pos:R:3:mulliken_charge:R:1 method="wB97M-V/def2-TZVPD" homo_lumo_gap_ha=0.0705 multiplicity=1 e_lumo_ev=-3.1718 homo_energy_ev=-5.091 energy_ev=-57340.920
C -0.012 2.402 0.289 -0.39
O -0.429 3.314 1.295 -0.46
C 0.560 3.481 2.283 -0.55
C 1.803 4.186 1.765 -0.40
C 2.923 4.237 2.810 -0.76
P 4.063 2.789 2.681 0.08
Cl 4.054 1.895 0.491 -0.46
S 4.055 1.687 4.616 0.96
C 2.426 0.979 4.664 -0.68
O 4.999 0.621 4.349 -0.62
O 4.202 2.520 5.799 -0.61
H 0.148 2.925 -0.660 0.23
H -0.781 1.635 0.161 0.07
H 0.926 1.905 0.559 0.19
H 0.106 4.049 3.100 0.36
H 0.844 2.488 2.667 0.37
H 1.540 5.205 1.465 0.29
H 2.157 3.676 0.866 0.22
H 3.523 5.140 2.667 0.44
H 2.553 4.283 3.842 0.42
H 5.356 3.306 2.854 0.14
H 1.680 1.714 4.365 0.15
H 2.280 0.703 5.710 0.38
H 2.414 0.097 4.026 0.31
C -1.405 -4.374 -1.162 -1.62
C -0.828 -3.052 -1.692 1.28
C -0.785 -3.080 -3.224 -1.26
C -2.154 -3.036 -3.912 -0.66
C -3.216 -2.283 -3.099 -1.39
C -2.653 -1.257 -2.120 1.51
N -1.699 -1.937 -1.208 0.88
O -1.263 -1.236 -0.276 -0.59
C -3.800 -0.712 -1.265 -1.80
C -1.970 -0.085 -2.839 -1.34
C 0.585 -2.868 -1.147 -1.80
H -1.438 -4.353 -0.072 0.40
H -0.776 -5.205 -1.479 0.39
H -2.417 -4.543 -1.531 0.37
H -0.165 -2.248 -3.562 0.36
H -0.249 -3.986 -3.515 0.59
H -2.036 -2.574 -4.894 0.34
H -2.510 -4.050 -4.100 0.36
H -3.908 -1.765 -3.763 0.57
H -3.819 -2.992 -2.527 0.34
H -4.236 -1.509 -0.661 0.44
H -4.571 -0.303 -1.917 0.42
H -3.445 0.072 -0.598 0.35
H -2.705 0.415 -3.469 0.41
H -1.141 -0.405 -3.468 0.35
H -1.593 0.624 -2.103 0.22
H 1.196 -3.697 -1.505 0.41
H 0.594 -2.864 -0.060 0.39
H 1.020 -1.931 -1.494 0.43

***

(9)
75
Properties=species:S:1:pos:R:3:mulliken_charge:R:1 method="wB97M-V/def2-TZVPD" homo_lumo_gap_ha="0.1625 / 0.1645" multiplicity=2 e_lumo_ev="-3.5035 / -3.4507" relative_energy_kcal_mol=101.53 homo_energy_ev="-7.926 / -7.928" energy_ev=-88150.530 total_charge=+1
C -2.335 -0.181 0.223 -0.61
C -2.469 0.567 -0.990 -0.82
C -2.117 -0.299 -2.093 -0.47
H -2.869 1.576 -1.086 0.53
C -1.718 -1.575 -1.535 -0.15
C -1.864 -1.492 -0.105 -0.71
H -1.797 -2.339 0.580 0.59
H -2.655 0.144 1.214 0.66
H -2.221 -0.066 -3.150 0.76
H -1.445 -2.461 -2.105 0.53
Ti -0.311 -0.022 -0.975 0.43
Si -0.428 -0.390 -6.663 0.34
C -0.208 1.253 -7.606 0.48
C 0.824 1.467 -8.549 -0.15
H 1.541 0.673 -8.771 0.44
C 0.938 2.687 -9.229 -0.59
H 1.695 2.811 -10.005 0.39
C 0.075 3.745 -8.941 -0.48
H 0.142 4.690 -9.485 0.39
C -0.899 3.568 -7.956 -0.60
H -1.559 4.394 -7.690 0.39
C -1.059 2.333 -7.323 -0.44
H -1.844 2.200 -6.578 0.33
C -0.276 -1.512 -8.201 0.20
C -0.983 -1.099 -9.351 -0.23
H -1.514 -0.144 -9.349 0.35
C -0.983 -1.856 -10.524 -0.66
H -1.563 -1.514 -11.381 0.38
C -0.223 -3.028 -10.601 -0.44
H -0.224 -3.626 -11.515 0.36
C 0.554 -3.410 -9.501 -0.54
H 1.173 -4.307 -9.580 0.37
C 0.546 -2.659 -8.315 -0.20
H 1.188 -2.948 -7.481 0.37
H -1.735 -0.553 -5.822 -0.26
Si 2.714 0.180 -4.938 0.01
C 2.220 -1.512 -4.334 0.72
C 0.943 -2.079 -4.181 0.50
H 0.035 -1.520 -4.449 0.00
C 0.803 -3.368 -3.676 -1.04
H -0.192 -3.802 -3.602 0.56
C 1.925 -4.102 -3.295 -0.82
H 1.833 -5.129 -2.948 0.42
C 3.198 -3.526 -3.378 -0.67
H 4.078 -4.082 -3.043 0.42
C 3.352 -2.248 -3.906 -0.56
H 4.343 -1.789 -3.958 0.30
C 1.595 1.654 -4.794 1.04
C 0.246 1.646 -4.383 1.13
H -0.284 0.695 -4.266 -0.25
C -0.434 2.825 -4.125 -0.97
H -1.481 2.786 -3.826 0.50
C 0.209 4.049 -4.290 -0.91
H -0.325 4.977 -4.095 0.44
C 1.533 4.079 -4.729 -0.76
H 2.047 5.029 -4.853 0.44
C 2.215 2.900 -5.018 -0.85
H 3.253 2.926 -5.364 0.37
H 4.079 0.482 -4.681 -0.22
Cl 1.618 0.455 -2.082 -0.53
N 0.733 -1.068 0.634 -0.35
C 2.055 -0.467 1.001 -0.70
C 1.864 0.823 1.770 -0.58
C 1.254 1.966 0.982 -0.69
N -0.113 1.624 0.450 -0.35
H 0.889 -2.043 0.343 0.31
H 0.197 -1.184 1.507 0.35
H 2.630 -1.180 1.609 0.44
H 2.598 -0.300 0.071 0.32
H 1.278 0.640 2.685 0.27
H 2.856 1.161 2.101 0.38
H 1.153 2.833 1.651 0.44
H 1.871 2.274 0.133 0.36
H -0.745 1.564 1.261 0.33
H -0.478 2.455 -0.033 0.30

***

Number 1: largest force on an atom 5.1 eV Å⁻¹. Number 2: largest force on an atom 5.2 eV Å⁻¹. Number 3: largest force on an atom 6.8 eV Å⁻¹. Number 4: largest force on an atom 7.6 eV Å⁻¹. Number 5: largest force on an atom 2.0 eV Å⁻¹. Number 6: largest force on an atom 0.4 eV Å⁻¹. Number 7: largest force on an atom 1.2 eV Å⁻¹. Number 8: largest force on an atom 1.6 eV Å⁻¹. Number 9: largest force on an atom 4.1 eV Å⁻¹.